{
  "formula": "C43H124O19",
  "method": "wB97M-V/def2-TZVPD",
  "lumo_energy_ev": 0.131,
  "e_above_lowest_ev": 0.000,
  "multiplicity": 1,
  "orbital_gap_ev": 8.68,
  "homo_energy_ev": -8.55,
  "symbols": ["C", "O", "H", "H", "H", "H", "C", "O", "H", "H", "H", "H", "C", "O", "H", "H", "H", "H", "C", "O", "H", "H", "H", "H", "C", "C", "C", "O", "H", "H", "H", "H", "H", "H", "H", "H", "C", "C", "C", "O", "H", "H", "H", "H", "H", "H", "H", "H", "C", "C", "C", "O", "H", "H", "H", "H", "H", "H", "H", "H", "C", "C", "C", "O", "H", "H", "H", "H", "H", "H", "H", "H", "C", "C", "C", "O", "H", "H", "H", "H", "H", "H", "H", "H", "C", "C", "C", "O", "H", "H", "H", "H", "H", "H", "H", "H", "C", "C", "C", "O", "H", "H", "H", "H", "H", "H", "H", "H", "C", "C", "C", "O", "H", "H", "H", "H", "H", "H", "H", "H", "C", "C", "C", "O", "H", "H", "H", "H", "H", "H", "H", "H", "C", "C", "C", "O", "H", "H", "H", "H", "H", "H", "H", "H", "C", "C", "C", "O", "H", "H", "H", "H", "H", "H", "H", "H", "C", "C", "C", "O", "H", "H", "H", "H", "H", "H", "H", "H", "C", "C", "C", "O", "H", "H", "H", "H", "H", "H", "H", "H", "O", "H", "H", "O", "H", "H"],
  "positions_angstrom": [[-1.90, 1.83, -5.88], [-1.88, 1.43, -7.24], [-1.57, 2.86, -5.84], [-2.90, 1.85, -5.45], [-1.32, 1.13, -5.28], [-2.00, 2.23, -7.77], [-1.48, -4.26, 1.49], [-0.94, -5.26, 0.56], [-1.26, -3.27, 1.09], [-2.56, -4.38, 1.43], [-1.14, -4.53, 2.49], [-0.04, -5.33, 0.87], [-0.24, 1.18, 2.97], [0.84, 0.28, 2.75], [-0.14, 2.08, 2.36], [-1.13, 0.59, 2.74], [-0.19, 1.37, 4.04], [1.18, 0.02, 3.61], [-5.80, -4.06, -0.65], [-5.19, -2.97, -1.33], [-6.01, -3.67, 0.35], [-6.75, -4.36, -1.11], [-5.18, -4.95, -0.53], [-4.43, -2.68, -0.81], [6.73, 1.30, -0.81], [6.56, -0.15, -0.50], [5.46, -0.44, 0.59], [6.23, -0.81, -1.71], [5.70, 1.59, -1.02], [7.22, 1.58, -1.74], [7.20, 1.85, 0.01], [7.54, -0.54, -0.23], [5.55, 0.30, 1.39], [5.48, -1.44, 1.03], [4.49, -0.30, 0.13], [7.06, -0.77, -2.19], [-1.77, -1.94, 4.48], [-1.43, -1.51, 5.96], [-0.58, -2.61, 6.64], [-0.59, -0.40, 5.93], [-2.37, -1.20, 3.97], [-2.29, -2.90, 4.49], [-0.83, -2.17, 3.98], [-2.32, -1.21, 6.52], [-0.46, -2.45, 7.71], [0.42, -2.66, 6.21], [-0.94, -3.63, 6.56], [0.27, -0.62, 5.57], [2.38, 3.86, 1.95], [3.78, 4.52, 1.85], [4.27, 4.49, 0.41], [3.61, 5.87, 2.28], [1.92, 4.14, 2.90], [2.49, 2.78, 1.92], [1.78, 4.17, 1.10], [4.48, 3.99, 2.49], [5.25, 4.91, 0.22], [3.51, 4.86, -0.29], [4.41, 3.43, 0.18], [3.20, 6.36, 1.57], [2.02, -2.74, -2.60], [3.44, -2.34, -2.22], [4.40, -3.52, -2.31], [3.97, -1.44, -3.18], [1.94, -3.12, -3.62], [1.38, -1.86, -2.71], [1.55, -3.43, -1.90], [3.51, -1.97, -1.19], [3.89, -4.33, -1.80], [5.33, -3.40, -1.76], [4.72, -3.90, -3.28], [4.88, -1.32, -2.92], [3.38, 0.61, 6.48], [2.90, 0.53, 5.03], [3.93, 0.37, 3.92], [2.07, -0.66, 5.02], [4.05, -0.19, 6.81], [2.55, 0.60, 7.18], [3.90, 1.56, 6.64], [2.31, 1.42, 4.80], [4.58, 1.24, 3.95], [3.45, 0.28, 2.94], [4.51, -0.53, 4.14], [2.58, -1.43, 5.28], [1.79, -3.22, 1.71], [2.29, -4.68, 2.04], [2.22, -5.03, 3.55], [1.57, -5.71, 1.35], [0.75, -3.10, 2.03], [1.93, -2.99, 0.65], [2.24, -2.42, 2.29], [3.33, -4.72, 1.72], [1.19, -4.93, 3.90], [2.75, -4.34, 4.21], [2.48, -6.07, 3.74], [2.04, -6.55, 1.39], [-3.57, 2.66, 3.58], [-5.03, 2.81, 3.90], [-5.86, 3.90, 3.25], [-5.58, 1.55, 3.60], [-3.40, 2.37, 2.54], [-3.02, 1.95, 4.19], [-3.04, 3.59, 3.77], [-5.07, 2.98, 4.98], [-6.79, 3.96, 3.81], [-6.08, 3.72, 2.20], [-5.36, 4.87, 3.33], [-6.52, 1.72, 3.51], [-2.44, 5.77, -0.48], [-2.43, 5.78, 1.10], [-1.18, 5.16, 1.72], [-2.63, 7.13, 1.47], [-1.72, 6.49, -0.88], [-3.43, 6.05, -0.83], [-2.22, 4.78, -0.87], [-3.35, 5.32, 1.46], [-0.31, 5.45, 1.14], [-1.15, 4.08, 1.79], [-0.97, 5.46, 2.74], [-2.02, 7.67, 0.96], [2.16, 2.93, -4.34], [3.14, 1.77, -4.21], [4.46, 2.23, -3.62], [2.59, 0.88, -3.20], [2.32, 3.58, -5.21], [2.05, 3.45, -3.38], [1.15, 2.57, -4.57], [3.21, 1.19, -5.12], [5.09, 2.55, -4.46], [5.07, 1.41, -3.26], [4.47, 2.97, -2.82], [2.88, -0.03, -3.32], [-2.04, 1.82, -1.88], [-0.60, 2.05, -2.02], [0.17, 2.64, -0.90], [-0.02, 0.82, -2.34], [-2.36, 1.52, -0.89], [-2.28, 0.99, -2.55], [-2.69, 2.67, -2.10], [-0.40, 2.69, -2.88], [1.23, 2.42, -0.99], [-0.22, 2.28, 0.06], [0.12, 3.73, -0.87], [0.88, 0.99, -2.62], [-0.14, -3.15, -6.45], [-0.23, -1.65, -6.23], [1.02, -0.86, -6.16], [-0.85, -1.13, -7.38], [0.13, -3.66, -5.53], [0.66, -3.40, -7.15], [-1.02, -3.64, -6.88], [-0.74, -1.46, -5.29], [1.61, -1.22, -5.32], [0.94, 0.22, -6.15], [1.69, -1.04, -7.01], [-1.15, -0.24, -7.22], [-1.68, -3.16, -2.71], [-2.44, -4.49, -2.72], [-3.24, -4.75, -4.00], [-1.50, -5.49, -2.53], [-1.30, -3.10, -1.69], [-2.41, -2.37, -2.86], [-0.89, -3.02, -3.44], [-3.06, -4.49, -1.82], [-3.84, -5.65, -3.91], [-2.72, -4.60, -4.95], [-4.01, -3.98, -3.99], [-1.14, -5.35, -1.65], [-5.18, 1.06, -1.09], [-5.58, 0.88, 0.41], [-6.56, -0.23, 0.64], [-4.42, 0.52, 1.14], [-6.00, 0.89, -1.78], [-4.49, 0.28, -1.41], [-4.77, 2.06, -1.24], [-6.05, 1.81, 0.74], [-7.48, -0.02, 0.10], [-6.69, -0.48, 1.69], [-6.21, -1.11, 0.10], [-4.48, 0.75, 2.07], [-0.69, -0.77, 0.23], [-0.50, -0.33, -0.60], [-0.09, -0.37, 0.86], [-3.16, -1.85, 0.14], [-3.57, -1.11, 0.59], [-2.22, -1.68, 0.19]]
}


{
  "formula": "C43H22Cl2F5N10O4Ti",
  "method": "wB97M-V/def2-TZVPD",
  "lumo_energy_ev": 0.006,
  "e_above_lowest_ev": 1.657,
  "total_charge": -1,
  "multiplicity": 1,
  "orbital_gap_ev": 3.81,
  "homo_energy_ev": -3.81,
  "symbols": ["Ti", "Cl", "C", "C", "C", "N", "C", "O", "C", "C", "C", "C", "C", "N", "C", "C", "C", "Cl", "N", "C", "O", "C", "C", "C", "C", "C", "N", "H", "H", "H", "H", "H", "H", "H", "H", "H", "H", "F", "C", "C", "C", "C", "C", "C", "H", "H", "H", "H", "F", "C", "C", "F", "C", "C", "C", "F", "C", "C", "C", "N", "C", "N", "F", "C", "C", "N", "C", "N", "O", "C", "N", "C", "O", "C", "C", "C", "C", "N", "C", "H", "H", "H", "H", "H", "H", "H", "H"],
  "positions_angstrom": [[0.67, -0.23, -0.20], [6.13, 3.31, -2.58], [4.61, 2.47, -2.50], [4.24, 1.90, -1.29], [3.04, 1.22, -1.18], [2.53, 0.62, -0.01], [3.21, 0.62, 1.16], [4.38, 0.89, 1.37], [2.30, 0.28, 2.32], [2.76, 0.38, 3.61], [1.86, 0.20, 4.65], [0.54, -0.07, 4.35], [0.16, -0.18, 3.02], [1.03, -0.03, 2.01], [2.20, 1.11, -2.30], [2.59, 1.67, -3.51], [3.79, 2.34, -3.61], [4.24, 3.01, -5.15], [1.03, 0.33, -2.10], [-0.02, 0.39, -3.00], [-0.18, 1.19, -3.89], [-0.99, -0.75, -2.83], [-2.19, -0.78, -3.53], [-3.00, -1.88, -3.37], [-2.58, -2.92, -2.54], [-1.38, -2.79, -1.87], [-0.60, -1.71, -2.01], [4.89, 1.99, -0.43], [3.80, 0.63, 3.76], [2.19, 0.29, 5.68], [-0.21, -0.17, 5.12], [-0.86, -0.36, 2.76], [1.95, 1.60, -4.37], [-2.44, 0.06, -4.17], [-3.95, -1.95, -3.88], [-3.18, -3.81, -2.40], [-1.03, -3.55, -1.19], [-5.08, -2.41, 1.29], [-3.85, -1.92, 1.03], [-2.74, -2.62, 1.47], [-1.49, -2.10, 1.18], [-1.29, -0.90, 0.47], [-2.45, -0.24, 0.07], [-3.72, -0.74, 0.33], [-2.87, -3.54, 2.02], [-0.64, -2.68, 1.53], [-2.39, 0.68, -0.49], [-4.61, -0.20, 0.02], [-3.68, 5.66, 0.71], [-3.41, 4.82, 1.73], [-4.02, 5.09, 2.94], [-4.84, 6.15, 2.98], [-3.84, 4.33, 4.11], [-2.96, 3.26, 3.88], [-2.38, 3.00, 2.67], [-1.56, 1.91, 2.61], [-2.56, 3.75, 1.53], [-1.89, 3.44, 0.23], [-0.94, 2.49, 0.10], [-0.11, 1.66, -0.01], [-2.27, 4.03, -1.02], [-2.57, 4.46, -2.05], [-2.64, 2.40, 4.88], [-4.45, 4.61, 5.38], [-5.22, 5.78, 5.63], [-5.83, 6.73, 5.88], [-4.34, 3.73, 6.49], [-4.27, 3.04, 7.42], [3.05, -3.18, -6.02], [3.92, -3.72, -5.05], [3.51, -3.39, -3.71], [3.07, -4.32, -2.82], [3.03, -5.51, -3.04], [2.64, -3.80, -1.47], [2.73, -4.63, -0.37], [2.33, -4.15, 0.86], [1.79, -2.87, 0.93], [1.64, -2.09, -0.13], [2.10, -2.54, -1.31], [2.19, -3.61, -5.94], [4.89, -3.28, -5.25], [3.98, -4.80, -5.11], [3.55, -2.42, -3.43], [3.12, -5.63, -0.49], [2.41, -4.74, 1.76], [1.45, -2.47, 1.88], [1.98, -1.87, -2.15]]
}


{
  "formula": "C43H26BaN11OS2",
  "method": "wB97M-V/def2-TZVPD",
  "lumo_energy_ev": [3.197, 3.192],
  "e_above_lowest_ev": 1.051,
  "total_charge": -2,
  "s_squared": 0.76,
  "multiplicity": 2,
  "orbital_gap_ev": [3.40, 4.61],
  "homo_energy_ev": [-0.21, -1.42],
  "symbols": ["Ba", "C", "C", "C", "C", "C", "N", "C", "C", "C", "C", "C", "C", "C", "C", "N", "C", "N", "C", "N", "C", "N", "C", "N", "C", "N", "C", "C", "C", "C", "C", "C", "C", "C", "C", "C", "C", "C", "C", "C", "N", "H", "H", "H", "H", "H", "H", "H", "H", "H", "H", "H", "H", "H", "H", "H", "H", "O", "N", "C", "C", "C", "C", "C", "S", "H", "H", "H", "H", "N", "C", "S", "C", "C", "C", "N", "C", "C", "H", "H", "H", "H", "H", "H"],
  "positions_angstrom": [[0.29, -0.44, -0.38], [-1.18, 1.02, 6.01], [-1.40, 2.31, 5.54], [-1.53, 2.57, 4.18], [-1.42, 1.50, 3.31], [-1.48, 1.38, 1.86], [-1.96, 2.32, 1.09], [-2.05, 2.16, -0.23], [-3.06, 2.82, -1.02], [-4.15, 3.62, -0.71], [-5.02, 3.97, -1.73], [-4.82, 3.52, -3.04], [-3.74, 2.71, -3.36], [-2.86, 2.36, -2.35], [-1.74, 1.45, -2.28], [-1.20, 0.83, -3.33], [-0.67, -0.36, -3.19], [-0.94, -1.20, -2.18], [-0.52, -2.44, -2.49], [-0.79, -3.53, -1.79], [-1.15, -3.45, -0.52], [-0.88, -2.43, 0.32], [-1.29, -2.74, 1.57], [-1.24, -1.98, 2.66], [-1.14, -0.67, 2.61], [-1.21, 0.10, 1.50], [-1.18, 0.19, 3.79], [-1.08, -0.06, 5.15], [-1.90, -4.05, 1.56], [-2.55, -4.80, 2.53], [-3.13, -6.00, 2.16], [-3.07, -6.44, 0.83], [-2.43, -5.70, -0.14], [-1.83, -4.51, 0.22], [0.19, -2.40, -3.77], [0.90, -3.34, -4.49], [1.59, -2.91, -5.61], [1.55, -1.58, -6.02], [0.78, -0.65, -5.34], [0.11, -1.06, -4.21], [-1.30, 1.36, -1.01], [-1.07, 0.86, 7.08], [-1.48, 3.14, 6.24], [-1.74, 3.56, 3.81], [-4.31, 3.95, 0.30], [-5.88, 4.59, -1.51], [-5.53, 3.81, -3.81], [-3.60, 2.34, -4.37], [-0.92, -1.07, 5.51], [-2.62, -4.43, 3.54], [-3.63, -6.61, 2.90], [-3.56, -7.38, 0.57], [-2.42, -6.03, -1.17], [0.92, -4.37, -4.17], [2.19, -3.62, -6.17], [2.13, -1.27, -6.88], [0.73, 0.38, -5.67], [1.68, -0.90, 1.17], [2.12, -1.95, 1.79], [2.10, -1.98, 3.13], [2.61, -3.04, 3.85], [3.17, -4.11, 3.16], [3.16, -4.09, 1.79], [2.60, -3.02, 1.08], [2.53, -3.00, -0.59], [1.65, -1.12, 3.60], [2.56, -3.00, 4.93], [3.61, -4.94, 3.70], [3.56, -4.90, 1.20], [4.17, 3.23, -5.81], [4.33, 1.93, -5.37], [5.45, 0.98, -6.19], [3.55, 1.45, -4.28], [3.71, 0.15, -3.76], [2.94, -0.27, -2.70], [2.03, 0.50, -2.09], [1.87, 1.73, -2.57], [2.57, 2.24, -3.64], [4.91, 3.52, -6.44], [3.91, 3.92, -5.13], [4.45, -0.51, -4.18], [3.05, -1.27, -2.32], [1.13, 2.34, -2.07], [2.35, 3.24, -3.98]]
}


{
  "formula": "C43H29AsBCl2F4N5O6SW",
  "method": "wB97M-V/def2-TZVPD",
  "lumo_energy_ev": -0.196,
  "multiplicity": 1,
  "orbital_gap_ev": 6.74,
  "homo_energy_ev": -6.93,
  "symbols": ["W", "Cl", "C", "C", "C", "N", "C", "O", "C", "C", "C", "C", "C", "N", "C", "C", "C", "Cl", "N", "C", "O", "C", "C", "C", "C", "C", "N", "H", "H", "H", "H", "H", "H", "H", "H", "H", "H", "O", "As", "C", "C", "C", "C", "C", "C", "C", "C", "C", "C", "C", "C", "C", "C", "C", "C", "C", "C", "H", "H", "H", "H", "H", "H", "H", "H", "H", "H", "H", "H", "H", "H", "H", "O", "C", "N", "S", "O", "O", "C", "C", "C", "C", "C", "C", "H", "H", "H", "H", "F", "B", "F", "F", "F"],
  "positions_angstrom": [[-0.72, 0.54, -0.23], [6.00, 1.74, 1.65], [4.60, 1.14, 0.81], [3.35, 1.41, 1.35], [2.20, 0.95, 0.71], [0.87, 1.14, 1.10], [0.61, 1.49, 2.38], [1.40, 1.72, 3.28], [-0.85, 1.56, 2.65], [-1.33, 1.97, 3.88], [-2.69, 2.06, 4.06], [-3.53, 1.76, 3.00], [-2.98, 1.35, 1.80], [-1.65, 1.23, 1.62], [2.34, 0.22, -0.47], [3.59, -0.04, -1.02], [4.72, 0.42, -0.36], [6.27, 0.08, -1.06], [1.12, -0.16, -1.03], [1.00, -1.04, -2.00], [1.86, -2.02, -2.26], [-0.16, -1.12, -2.73], [-1.06, -2.89, -4.37], [-2.25, -2.04, -4.67], [-2.72, -0.91, -4.10], [-2.26, -0.12, -2.96], [-1.13, -0.21, -2.34], [3.27, 1.98, 2.26], [-0.60, 2.21, 4.64], [-3.11, 2.38, 5.01], [-4.60, 1.83, 3.08], [-3.60, 1.13, 0.95], [3.69, -0.58, -1.94], [-1.35, -3.94, -4.42], [-2.85, -2.41, -5.50], [-3.64, -0.53, -4.52], [-2.96, 0.60, -2.58], [-0.35, -1.18, 1.03], [-0.78, -2.81, 0.96], [-0.51, -3.56, -0.76], [-1.10, -2.90, -1.78], [-0.37, -2.58, -3.06], [1.11, -3.07, -2.98], [1.32, -4.32, -2.17], [0.62, -4.46, -1.05], [0.46, -3.65, 2.14], [0.28, -4.97, 2.53], [1.21, -5.57, 3.37], [2.31, -4.84, 3.80], [2.49, -3.52, 3.40], [1.56, -2.92, 2.57], [-2.52, -3.10, 1.68], [-3.37, -4.04, 1.13], [-4.59, -4.29, 1.75], [-4.93, -3.60, 2.90], [-4.07, -2.65, 3.44], [-2.86, -2.39, 2.83], [-2.01, -2.34, -1.61], [-0.34, -2.73, -5.18], [1.54, -3.14, -3.98], [2.11, -5.00, -2.45], [0.83, -5.27, -0.36], [-0.60, -5.53, 2.21], [1.08, -6.59, 3.68], [3.04, -5.31, 4.45], [3.35, -2.96, 3.75], [1.68, -1.89, 2.25], [-3.10, -4.57, 0.23], [-5.27, -5.02, 1.33], [-5.88, -3.79, 3.38], [-4.35, -2.10, 4.33], [-2.18, -1.65, 3.23], [1.46, 1.96, -3.01], [0.47, 2.50, -2.58], [-0.02, 2.39, -1.27], [-1.41, 3.15, -1.10], [-2.34, 2.00, -0.91], [-1.51, 4.16, -0.10], [-1.55, 3.79, -2.72], [-2.52, 4.60, -3.29], [-2.32, 4.98, -4.61], [-1.20, 4.57, -5.32], [-0.23, 3.76, -4.72], [-0.43, 3.38, -3.41], [-3.38, 4.93, -2.72], [-3.06, 5.61, -5.09], [-1.07, 4.88, -6.34], [0.65, 3.43, -5.25], [-2.50, -0.46, -0.18], [-4.31, -0.88, -0.45], [-4.70, 0.25, -1.06], [-4.68, -1.04, 0.82], [-4.13, -1.97, -1.20]]
}


| no. | total energy (a.u.) |
| --- | --- |
| 1 | -3142.11235 |
| 2 | -4769.70900 |
| 3 | -3153.76736 |
| 4 | -6427.25698 |